# 1
Computed, not measured: a molecular structure, CH4CsO in a non-equilibrium geometry, with ωB97M-V/def2-TZVPD.

Computed properties:
E_HOMO (Ha): -0.531
Lowest unoccupied orbital energy (Eh): -0.148
Frontier orbital gap (hartree): 0.383

Geometry as ORCA input:
```
! wB97M-V def2-TZVPD RIJCOSX def2/J DEFGRID3
* xyz 1 1
Cs -0.09985 -0.55403 -2.27577
C 0.07253 0.41323 0.16090
O -0.66727 -0.34176 1.10631
H 0.32131 -0.22334 -0.68822
H -0.24685 1.45225 0.08011
H 1.12447 0.53697 0.41817
H -0.50434 -1.28332 1.19851
*
```



# 2
Computed, not measured: 5 unconnected molecules or ions with the total composition C27H49BCl16F4N2O4P in a non-equilibrium geometry, with ωB97M-V/def2-TZVPD.

Computed properties:
E_HOMO (Ha): -0.178
Lowest unoccupied orbital energy (Eh): 0.049
Frontier orbital gap (hartree): 0.227

Geometry as ORCA input:
```
! wB97M-V def2-TZVPD RIJCOSX def2/J DEFGRID3
* xyz -1 1
C -7.07714 -4.20574 -3.06973
C -7.34228 -4.59050 -4.64041
C -6.25701 -3.98023 -5.70415
C -5.24304 -2.84410 -5.09830
C -4.01199 -2.68594 -6.21649
C -3.23435 -1.24484 -6.13200
C -1.60730 -1.57843 -5.94129
C -0.74417 -0.25250 -5.51163
C -0.07497 -0.43405 -4.02507
C 1.47670 -1.02470 -4.09174
C 1.80075 -1.85210 -2.67722
C 1.99677 -0.69874 -1.51771
C 2.15548 -1.32593 0.01607
C 1.53557 -0.14702 1.02426
C 2.29469 -0.15907 2.52120
P 2.25086 1.48874 3.48895
O 3.15555 2.16393 2.15626
C 0.53927 2.00907 2.74464
C -0.40902 3.05397 3.48645
O -1.84116 2.61351 3.34312
C -2.70980 3.74043 3.71158
C -3.04800 4.89314 2.57744
O -3.30350 3.87765 4.91896
C 2.41319 3.29133 4.12139
N 2.38696 4.35473 2.99383
C 1.78653 5.66964 3.53630
B 1.18795 0.83796 4.93097
N 0.36111 -0.46288 4.97635
O 0.90200 1.54495 6.23067
C 3.80877 0.90077 4.45490
F 3.93941 -0.61664 4.49565
F 5.05169 1.32653 3.70364
C 4.06144 1.18206 5.99706
F 3.66333 2.36458 6.72418
F 3.71828 0.01749 6.91315
H -7.69795 -4.96882 -2.39393
H -7.41078 -3.07903 -2.86445
H -5.95533 -4.34547 -2.75994
H -7.28289 -5.77512 -4.73240
H -8.46055 -4.28863 -4.92358
H -6.88668 -3.44717 -6.56343
H -5.63931 -4.83169 -6.24214
H -5.76703 -1.77943 -5.07490
H -4.71657 -3.12814 -4.09260
H -4.46679 -2.93818 -7.27662
H -3.22622 -3.52280 -5.93992
H -3.33515 -0.73016 -7.18065
H -3.58678 -0.56316 -5.23602
H -1.16839 -1.93915 -6.98845
H -1.42931 -2.47561 -5.17875
H -1.41949 0.70262 -5.56831
H 0.11614 -0.10551 -6.30712
H -0.73611 -1.09503 -3.29055
H -0.05706 0.64767 -3.52482
H 1.69363 -1.66323 -5.05300
H 2.18958 -0.07045 -4.14696
H 0.87618 -2.54093 -2.46195
H 2.80718 -2.46426 -2.83570
H 1.01191 -0.04524 -1.48489
H 2.87136 0.02875 -1.81085
H 1.58972 -2.35318 0.13392
H 3.29641 -1.51837 0.18856
H 1.68377 0.86025 0.44964
H 0.38053 -0.33067 1.10879
H 1.89562 -1.10111 3.05898
H 3.37862 -0.49445 2.13285
H 3.65364 1.53127 1.60208
H -0.12192 1.01159 2.75885
H 0.70736 2.41276 1.63379
H -0.38619 4.07707 2.86858
H -0.29258 3.33423 4.59307
H -3.34138 5.90568 3.10451
H -3.96601 4.55619 1.90499
H -2.14934 5.07413 1.84158
H 1.81053 3.58368 5.05437
H 3.56411 3.39279 4.44294
H 3.37471 4.66373 2.76119
H 1.12666 6.08230 2.63055
H 2.64932 6.43366 3.73768
H 1.04132 5.51135 4.42094
H -0.00494 -0.72797 4.04212
H 0.96576 -1.24500 5.30833
H -0.09475 1.70289 6.24927
H 5.25931 1.17936 6.11583
C 3.37930 9.21244 5.84475
Cl 3.71456 9.06914 7.58885
Cl 4.32476 7.99141 4.95599
Cl 1.64208 8.94841 5.55023
Cl 3.83600 10.84088 5.28402
C -2.25224 -3.24186 -0.93298
Cl -3.48896 -4.48338 -0.61053
Cl -2.92736 -1.99828 -2.01576
Cl -1.75478 -2.48635 0.60198
Cl -0.83791 -3.99961 -1.70778
C 2.14327 -5.29078 2.27235
Cl 2.91102 -5.40317 0.66838
Cl 2.72817 -3.83084 3.10972
Cl 0.37464 -5.19618 2.07894
Cl 2.55946 -6.73299 3.23236
C 4.34434 -3.95000 -5.71468
Cl 4.06461 -4.69328 -4.11966
Cl 4.67988 -2.21218 -5.50941
Cl 5.73768 -4.73528 -6.49975
Cl 2.89500 -4.15919 -6.72979
*
```



Number 1: DFT total energy -3687.550 eV. Number 2: DFT total energy -261145.204 eV.